Entry 1:
Here is 2 unconnected molecules or ions with the total composition BH4NS at a distorted geometry from the Open Molecules 2025 dataset. Energies are from wB97M-V/def2-TZVPD.

Computed properties:
E_LUMO	-0.1	eV
E_tot	-480.14651	Ha
largest force on an atom	3.28	eV/A
M	60.918	g mol⁻¹
total charge	0
orbital gap	8.274	eV

XYZ file:
```
7
BH4NS (wB97M-V/def2-TZVPD)
B 0.1617 -0.2918 0.3364
N -1.2104 -0.1081 0.2639
S 1.7469 1.8377 -0.5538
H 0.7073 -1.2672 0.5485
H -1.8141 -0.9232 0.2925
H -1.6294 0.6896 -0.1386
H 2.5286 0.7441 -0.7152
```

---

Entry 2:
Here is a molecular structure, BH4Sn at a distorted geometry from the Open Molecules 2025 dataset. Energies are from wB97M-V/def2-TZVPD.

Computed properties:
E_LUMO	-7.2	eV
E_tot	-240.89158	Ha
largest force on an atom	12.96	eV/A
M	133.555	g mol⁻¹
total charge	+1
orbital gap	5.731	eV

XYZ file:
```
6
BH4Sn (wB97M-V/def2-TZVPD)
Sn 1.6879 1.4345 1.8280
B 1.5172 4.6083 1.4151
H 1.6494 3.5873 1.7565
H 1.7091 5.4724 1.1315
H 0.6735 5.7270 2.1152
H 2.4154 3.1059 1.1839
```

---

Entry 3:
Here is a molecular structure, Ba5O8P2 at a distorted geometry from the Open Molecules 2025 dataset. Energies are from wB97M-V/def2-TZVPD.

Computed properties:
E_LUMO	-12.9	eV
E_tot	-1411.22499	Ha
largest force on an atom	6.51	eV/A
M	876.580	g mol⁻¹
total charge	+4
orbital gap	6.437	eV

XYZ file:
```
15
Ba5O8P2 (wB97M-V/def2-TZVPD)
Ba -0.6553 -1.6219 -1.6732
Ba -3.6687 1.1444 2.8572
Ba 2.5135 0.4749 -1.4562
Ba 0.4901 3.9621 -1.7342
Ba 0.8588 -0.4823 3.0143
P -1.5892 1.3845 -0.6445
O -1.8040 2.8058 -1.3254
O -2.3076 0.2397 -1.2687
O -1.9715 1.2368 0.8732
O 0.0625 1.2730 -0.6598
P 1.6351 -2.2631 0.4880
O 0.1765 -2.0012 0.8807
O 1.6087 -2.4033 -1.1323
O 2.5097 -3.0982 1.2379
O 2.1414 -0.6512 0.5430
```

---

Entry 4:
Here is a molecular structure, BaClH14O11 at a distorted geometry from the Open Molecules 2025 dataset. Energies are from wB97M-V/def2-TZVPD.

Computed properties:
E_LUMO	-3.9	eV
E_tot	-1321.36767	Ha
largest force on an atom	4.14	eV/A
M	362.882	g mol⁻¹
total charge	+1
orbital gap	8.396	eV

XYZ file:
```
27
BaClH14O11 (wB97M-V/def2-TZVPD)
Ba -5.1950 -12.5570 20.5230
Cl -6.1190 -15.9850 22.2610
O -6.9150 -15.2400 23.2610
O -4.7370 -16.2030 22.8030
O -6.7810 -17.2930 21.8850
O -5.9630 -15.1670 21.0150
O -4.8070 -14.2800 18.2400
H -4.7900 -13.7400 17.4600
H -4.1450 -15.0500 18.1800
O -5.2230 -9.9140 21.3040
H -6.1260 -9.6800 21.5170
H -5.0240 -9.2550 20.6300
O -5.2740 -12.9680 23.2110
H -5.8360 -13.6340 23.6090
H -4.5120 -12.8930 23.7950
O -2.9510 -14.2920 21.2810
H -2.1620 -14.5850 20.8040
H -2.8210 -14.7390 22.1100
O -7.7210 -11.8290 21.8860
H -8.2590 -11.2880 21.3230
H -8.3290 -12.5760 22.0410
O -6.8140 -10.9970 18.8160
H -7.1030 -11.5080 18.0500
H -7.0750 -10.1380 18.6080
O -3.6830 -11.2080 18.7290
H -2.9790 -11.6760 18.2460
H -3.3910 -10.3030 18.8280
```

---

Entry 5:
Here is a molecular structure, BaH14O7 from the Open Molecules 2025 dataset. Energies are from wB97M-V/def2-TZVPD.

Computed properties:
E_LUMO	-6.3	eV
E_tot	-560.17622	Ha
largest force on an atom	0.43	eV/A
M	263.433	g mol⁻¹
total charge	+2
orbital gap	12.564	eV

XYZ file:
```
22
BaH14O7 (wB97M-V/def2-TZVPD)
Ba 0.2007 0.0391 -0.0393
O 2.7632 0.6398 0.8082
H 3.4475 -0.0241 0.9805
H 3.1280 1.4606 1.1697
O -0.1014 2.7913 -0.5617
H -0.5906 3.0995 -1.3408
H 0.4581 3.5489 -0.3335
O 1.6406 0.7071 -2.3466
H 2.5901 0.8514 -2.4629
H 1.3206 0.4747 -3.2306
O -2.1261 -1.4064 -0.5750
H -2.5719 -1.9934 0.0482
H -2.7876 -1.2582 -1.2671
O -2.1167 1.3290 0.7658
H -2.8808 1.3523 1.3578
H -2.0402 2.2357 0.4349
O 0.8991 -2.6251 -0.3482
H 0.0691 -3.1177 -0.2756
H 1.5869 -3.3044 -0.3205
O -0.7372 -1.5548 2.1857
H -0.4713 -1.4886 3.1152
H -1.6798 -1.7568 2.2358
```

---

Entry 6:
Here is 2 unconnected molecules or ions with the total composition Br2ClFSi at a distorted geometry from the Open Molecules 2025 dataset. Energies are from wB97M-V/def2-TZVPD.

Computed properties:
E_LUMO	-2.4	eV
E_tot	-5997.68218	Ha
largest force on an atom	3.78	eV/A
M	242.345	g mol⁻¹
total charge	0
orbital gap	6.840	eV

XYZ file:
```
5
Br2ClFSi (wB97M-V/def2-TZVPD)
F -0.6301 -0.6308 -1.3425
Si -0.3800 -0.0135 0.1162
Cl -0.9056 -1.1421 1.6033
Br -0.9613 2.0319 0.2746
Br 2.8770 -0.2454 -0.6517
```

---

Entry 7:
Here is 2 unconnected molecules or ions with the total composition Br2H2N2S at a distorted geometry from the Open Molecules 2025 dataset. Energies are from wB97M-V/def2-TZVPD.

Computed properties:
E_LUMO	-1.6	eV
E_tot	-5656.83024	Ha
largest force on an atom	3.20	eV/A
M	221.905	g mol⁻¹
total charge	0
orbital gap	8.213	eV

XYZ file:
```
7
Br2H2N2S (wB97M-V/def2-TZVPD)
N -1.9361 0.2335 -0.7656
N 2.2253 -1.1439 1.7053
S 2.5521 -0.7560 0.3495
Br -0.8273 -1.2243 -0.0996
Br 1.9828 1.4071 -0.1788
H -2.6867 0.5279 -0.1910
H -1.3101 0.9557 -0.8198
```

---

Entry 8:
Here is a single Br2H2NOP molecule at a distorted geometry from the Open Molecules 2025 dataset. Energies are from wB97M-V/def2-TZVPD.

Computed properties:
SMILES	NP(=O)(Br)Br
E_LUMO	-0.1	eV
E_tot	-5620.66076	Ha
largest force on an atom	4.35	eV/A
M	222.804	g mol⁻¹
total charge	0
orbital gap	10.132	eV

XYZ file:
```
7
Br2H2NOP (wB97M-V/def2-TZVPD)
N 0.0005 0.9845 0.4326
P -0.2219 -0.7015 -0.0253
O -1.2519 -1.4419 0.6505
Br -0.3852 -0.3886 -2.1909
Br 1.7487 -1.5106 0.3690
H -0.8230 1.6355 0.5962
H 0.9329 1.4227 0.1680
```

---

Entry 9:
Here is 2 unconnected molecules or ions with the total composition Br2H2NOP at a distorted geometry from the Open Molecules 2025 dataset. Energies are from wB97M-V/def2-TZVPD.

Computed properties:
E_LUMO (spin up / spin down)	-2.4 / -2.3	eV
E_tot	-5620.55387	Ha
largest force on an atom	4.85	eV/A
M	222.804	g mol⁻¹
total charge	0
orbital gap (spin up / spin down)	7.898 / 7.888	eV

XYZ file:
```
7
Br2H2NOP (wB97M-V/def2-TZVPD)
N 1.4489 0.2514 0.6925
O -0.8751 -0.0689 -1.9051
P -0.7807 -0.1438 -0.4492
Br -1.6723 -1.9601 0.6696
Br -1.7986 1.4935 0.5963
H 1.7579 0.9377 0.0333
H 1.9198 -0.5097 0.3626
```

---

Entry 10:
Here is a single Br2H3N2P molecule at a distorted geometry from the Open Molecules 2025 dataset. Energies are from wB97M-V/def2-TZVPD.

Computed properties:
SMILES	NNP(Br)Br
E_LUMO	0.1	eV
E_tot	-5600.68900	Ha
largest force on an atom	2.54	eV/A
M	221.820	g mol⁻¹
total charge	0
orbital gap	8.759	eV

XYZ file:
```
8
Br2H3N2P (wB97M-V/def2-TZVPD)
N 0.0612 0.5763 -0.1152
N 1.1148 -0.3979 0.0860
P 2.5485 0.1355 -0.9534
Br 3.8341 -1.4856 -0.0930
Br 3.0859 1.8516 0.3172
H 0.5315 1.3849 0.1472
H -0.6650 0.3298 0.5603
H 0.6361 -1.2302 -0.2378
```

---

Entry 11:
Here is 2 unconnected molecules or ions with the total composition Br2HO3P at a distorted geometry from the Open Molecules 2025 dataset. Energies are from wB97M-V/def2-TZVPD.

Computed properties:
E_LUMO	-2.5	eV
E_tot	-5715.59507	Ha
largest force on an atom	2.19	eV/A
M	239.787	g mol⁻¹
total charge	0
orbital gap	7.346	eV

XYZ file:
```
7
Br2HO3P (wB97M-V/def2-TZVPD)
O 2.1817 -1.5074 -0.1313
O -0.1323 -2.0386 0.3790
O -0.8181 -0.8562 2.9451
P 0.8609 -1.0232 0.6802
Br 1.3216 -3.0255 3.3029
Br -0.9958 -2.3767 3.4397
H 3.0784 -1.6269 0.2565
```

---

Entry 12:
Here is a molecular structure, Br2OV at a distorted geometry from the Open Molecules 2025 dataset. Energies are from wB97M-V/def2-TZVPD.

Computed properties:
spin multiplicity	3
E_LUMO (spin up / spin down)	3.0 / 2.9	eV
E_tot	-6167.41613	Ha
largest force on an atom	3.40	eV/A
M	226.751	g mol⁻¹
total charge	-1
orbital gap (spin up / spin down)	7.759 / 7.857	eV
expectation value of S²	2.0293

XYZ file:
```
4
Br2OV (wB97M-V/def2-TZVPD)
O 1.8764 -0.1259 0.1489
V 0.3658 -0.2616 0.4655
Br -2.1149 -1.0637 1.0654
Br -0.1273 1.4512 -1.6799
```